DFT (ωB97M-V/def2-TZVPD) results for C11H18AuN4SSeSi as an isolated structure.

Structure (XYZ):
```
37
Properties=species:S:1:pos:R:3:forces:R:3:mulliken_spin:R:1
Au -0.997 -0.240 0.632 -0.49 -0.35 0.31 0.39
C 2.505 0.216 3.298 -0.01 0.04 0.02 0.01
C 1.479 -0.125 2.270 -0.08 0.03 0.00 0.01
N 0.429 0.578 2.052 0.13 -0.24 -0.27 0.15
N 0.138 1.698 2.726 0.28 0.15 0.25 0.03
C -0.982 2.268 2.368 -0.15 0.02 -0.09 -0.03
N -1.337 3.383 3.016 0.02 0.07 0.04 0.01
S -2.110 1.749 1.114 -0.01 0.18 0.03 0.25
C 1.637 -1.334 1.417 0.06 -0.09 -0.15 0.00
C 2.760 -2.140 1.524 -0.05 0.04 -0.01 0.00
C 2.905 -3.233 0.681 -0.02 0.01 -0.01 0.00
C 1.927 -3.496 -0.258 -0.01 0.02 0.01 0.00
C 0.823 -2.661 -0.308 -0.09 -0.10 -0.01 0.00
N 0.675 -1.622 0.506 0.26 0.16 0.18 0.05
H 2.212 1.118 3.826 -0.01 -0.01 -0.01 0.00
H 3.477 0.382 2.830 0.00 0.00 -0.01 0.00
H 2.612 -0.600 4.016 0.00 0.00 0.01 0.00
H -0.717 3.764 3.711 0.00 -0.01 0.00 0.00
H -2.163 3.890 2.758 0.00 -0.01 -0.01 0.00
H 3.520 -1.911 2.256 0.00 0.00 0.01 0.00
H 3.779 -3.865 0.758 0.01 0.00 0.00 0.00
H 2.000 -4.329 -0.941 0.01 0.00 0.00 0.00
H 0.021 -2.830 -1.014 0.00 -0.02 -0.01 0.00
C -6.167 -1.767 -0.713 0.13 0.07 0.03 0.01
Si -4.926 -0.526 -0.082 -0.13 0.10 -0.03 -0.07
C -5.545 0.386 1.432 0.09 -0.14 -0.19 0.03
C -4.276 0.580 -1.444 -0.03 -0.13 0.20 0.01
Se -3.118 -1.827 0.734 0.18 0.21 -0.24 1.13
H -7.032 -1.212 -1.086 -0.03 -0.02 -0.02 0.00
H -6.513 -2.444 0.068 0.01 0.03 0.05 0.00
H -5.778 -2.368 -1.535 0.03 0.03 -0.02 0.00
H -6.460 0.921 1.164 -0.01 0.01 -0.02 0.00
H -4.813 1.108 1.785 0.02 0.04 0.02 0.00
H -5.785 -0.294 2.250 -0.01 -0.04 -0.03 0.00
H -5.099 1.142 -1.891 -0.05 -0.01 0.01 0.00
H -3.802 -0.001 -2.236 -0.01 -0.03 0.00 0.00
H -3.549 1.299 -1.068 -0.03 0.00 -0.04 0.00
```
Forces are in eV/Å.

Energy: -105405.797 eV
ΔE to the lowest compared entry with this formula, charge and spin: 0.0 kcal per mole
Multiplicity: 3
Total charge: +1